Formula: C4H4F2
Source: the OMol25 dataset
Level of theory: the ωB97M-V functional and the def2-TZVPD basis

## Properties
energy above the lowest of the compared OMol25 structures with the same formula, charge and spin: 1.838 eV
M: 90.07 g/mol
LUMO: 0.0345 Eh
HOMO level: -10.09 eV
frontier orbital gap: 11.0 eV
SMILES: CC#CC(F)F
total charge: 0

```
10
Properties=species:S:1:pos:R:3:forces:R:3:mulliken_charge:R:1
C 2.1096 0.2101 -0.2891 -0.468 1.090 -3.053 -1.057
C 0.7174 -0.1167 -0.1332 -0.634 0.716 1.411 0.505
C -0.4062 -0.4475 0.1315 -4.690 0.649 0.180 -0.374
C -2.1282 -0.2364 0.3720 4.404 0.854 0.833 0.366
F -2.8592 -1.0554 -0.3224 -0.446 -1.169 -0.726 -0.205
F -2.4156 1.0185 -0.0215 0.134 0.249 -0.325 -0.228
H 2.7009 0.1687 0.5658 0.847 -0.821 1.565 0.311
H 2.3010 -0.5457 -1.0690 1.433 0.481 0.228 0.247
H 2.3351 1.2679 -0.6783 -0.808 -1.550 0.129 0.251
H -2.3548 -0.2636 1.4442 0.228 -0.498 -0.242 0.183
```
Positions in Å, forces in eV/Å.